1.
# C22H27BN4O12PdS2

A molecular structure, C22H27BN4O12PdS2 (ωB97M-V/def2-TZVPD, the OMol25 dataset).

```
! wB97M-V def2-TZVPD RIJCOSX def2/J DEFGRID3
* xyz -2 1
H 0.513 -0.560 4.581
N 5.529 -5.682 -0.318
H -0.488 -2.894 4.033
O -2.860 2.107 -4.182
C -0.371 -2.066 3.330
N 1.704 1.323 0.406
C 3.043 -1.778 1.281
C 2.137 -4.600 -1.248
N -4.288 2.380 -2.078
H -2.642 1.064 -1.820
H -2.270 -3.779 -0.196
H -0.821 2.489 -2.585
H 0.549 -2.195 2.754
C -0.157 4.226 -1.515
H -0.507 -4.154 1.535
H -3.625 5.715 -2.343
C -1.933 1.242 0.714
C -3.515 1.414 -1.269
C -3.079 2.014 0.063
O 4.075 -1.506 1.879
H 1.422 6.489 -0.836
O -1.206 -1.621 0.821
H -2.727 3.035 -0.107
H 3.368 -6.265 -1.743
C 1.979 -3.289 -0.605
C 2.387 2.223 0.628
C 0.519 6.291 -0.257
H 5.003 -3.404 1.009
H -3.528 -4.259 0.964
B 3.301 3.502 0.827
C 4.205 -3.717 0.352
C -2.646 5.315 -2.112
H -2.311 -5.428 0.413
S -3.529 3.080 -3.362
H 0.798 3.786 -1.250
O -1.951 1.013 1.919
S -1.700 -2.209 2.121
H -1.779 -4.493 2.752
O 6.435 -5.305 0.418
O 1.911 -1.219 1.582
H -4.146 0.540 -1.105
O -4.521 3.935 -3.966
H -1.264 -0.616 4.675
H -1.975 7.038 -1.037
C -0.473 5.509 -1.069
O 1.326 -5.925 -2.948
H 2.743 4.229 1.628
C -1.550 -3.982 1.814
O -0.095 -4.942 -1.671
H 4.385 3.146 1.231
H 0.097 7.243 0.068
O -1.016 0.909 -0.128
C 4.339 -4.895 -0.405
H 0.838 5.723 0.617
H -0.462 0.093 3.269
C -0.404 -0.706 4.009
C -1.064 3.492 -2.260
C -2.307 4.043 -2.548
Pd 0.459 -0.222 0.599
N 1.051 -5.174 -2.013
C 3.291 -5.339 -1.195
H -5.195 2.054 -2.387
H 3.387 4.041 -0.264
H -3.906 2.063 0.771
O 5.610 -6.714 -0.985
C -1.722 6.043 -1.383
O 1.034 -2.542 -0.859
C 3.079 -2.946 0.302
C -2.480 -4.386 0.683
*
```

Calculated values
Kohn-Sham gap: 0.250 hartree
HOMO: -2.970 eV
ΔE to the lowest compared entry with this formula, charge and spin: 0.425 eV

---

2.
# H12NO4

5 unconnected molecules or ions with the total composition H12NO4 (ωB97M-V/def2-TZVPD, the OMol25 dataset).

```
! wB97M-V def2-TZVPD RIJCOSX def2/J DEFGRID3
* xyz 1 1
O -1.360 1.561 1.080
O -1.456 1.594 -2.136
H 2.974 -0.872 2.027
H -1.366 2.332 1.648
H 0.691 -0.862 -0.443
H -1.686 2.428 -1.713
O 2.038 -0.663 2.092
H -0.438 0.155 -0.066
H 0.809 0.763 -0.962
H 1.679 -0.948 2.933
H 0.446 -2.993 -1.778
N 0.569 0.145 -0.194
H -2.260 1.477 0.756
H -2.232 1.370 -2.661
H 0.002 -3.178 -0.316
O 0.446 -2.569 -0.914
H 1.146 0.259 0.646
*
```

Calculated values
Kohn-Sham gap: 0.453 hartree
HOMO: -15.220 eV
ΔE to the lowest compared entry with this formula, charge and spin: 0.544 eV

---

3.
# C16H20LiN2O4S

A molecular structure, C16H20LiN2O4S (ωB97M-V/def2-TZVPD, the OMol25 dataset).

```
! wB97M-V def2-TZVPD RIJCOSX def2/J DEFGRID3
* xyz -1 1
C -1.350 -2.253 -1.695
H 0.917 2.548 -3.448
C -1.221 -3.150 0.356
H 2.072 -2.829 0.388
H 1.447 2.944 -0.464
H 1.008 4.268 -1.554
H 0.215 -1.755 4.005
H 1.766 -4.425 -0.295
O 2.072 0.149 -3.095
C 1.573 0.919 -2.234
H -1.365 -0.585 -3.098
C 0.173 2.436 2.259
N -0.529 2.872 -1.307
H 2.519 2.752 -2.761
C 1.507 2.408 -2.537
H -1.460 -3.529 1.341
O -2.680 2.980 -0.112
O 1.055 0.512 -1.150
C 0.670 1.465 3.119
C -0.677 2.052 1.231
C 0.917 -0.934 3.855
C 0.026 -3.147 -0.245
H 1.184 -0.525 4.830
H -0.785 -1.275 1.754
C 1.329 -3.632 0.320
N -0.039 -2.614 -1.504
C 0.915 3.197 -1.387
Li 1.054 -1.177 -2.025
H -1.669 0.411 0.230
H 1.822 -1.356 3.412
C -1.026 0.718 1.048
O -0.816 4.544 0.502
C -0.521 -0.234 1.914
C -1.788 -1.590 -2.971
H -3.176 -2.393 -0.465
H -2.873 -1.477 -2.990
S -1.288 3.250 0.090
H 1.335 1.754 3.926
H -0.655 1.869 -1.466
C -2.115 -2.562 -0.584
H -1.492 -2.176 -3.846
H 1.186 -4.030 1.327
C 0.333 0.124 2.955
H 0.433 3.479 2.372
*
```

Calculated values
Kohn-Sham gap: 0.245 hartree
HOMO: -3.853 eV
ΔE to the lowest compared entry with this formula, charge and spin: 0.000 eV

---

4.
# C4H11NO

2 unconnected molecules or ions with the total composition C4H11NO (ωB97M-V/def2-TZVPD, the OMol25 dataset).

```
! wB97M-V def2-TZVPD RIJCOSX def2/J DEFGRID3
* xyz 0 1
H -0.720 -2.228 0.338
H -1.907 2.256 0.823
C -3.175 0.789 0.024
C -0.830 0.501 0.583
H 7.074 0.348 0.174
H -1.026 -0.151 1.427
H -3.859 1.537 -0.376
N -1.897 1.422 0.270
H 0.056 1.080 0.834
H -3.653 0.380 0.936
H -3.053 -0.074 -0.633
C -0.374 -1.680 -0.537
H -0.412 0.128 -1.553
H -0.128 -2.277 -1.410
O 6.974 -0.454 -0.361
C -0.440 -0.355 -0.586
H 7.372 -1.222 0.048
*
```

Calculated values
Kohn-Sham gap: 0.356 hartree
SMILES: C=CCNC.O
HOMO: -8.599 eV
ΔE to the lowest compared entry with this formula, charge and spin: 1.889 eV

---

5.
# C6H12O4S2

A molecular structure, C6H12O4S2 (ωB97M-V/def2-TZVPD, the OMol25 dataset).

```
! wB97M-V def2-TZVPD RIJCOSX def2/J DEFGRID3
* xyz 0 1
H 1.731 -2.595 1.231
C -1.164 2.010 1.020
H 0.795 -1.508 -2.202
C -1.250 1.233 -1.397
H -2.297 1.008 -1.512
O 1.476 1.083 1.327
H 1.701 -2.905 -1.422
H -0.813 0.565 -2.083
S 0.950 0.637 0.041
S -1.456 -0.784 0.349
C 1.506 -1.825 -1.402
H 0.204 -1.474 1.732
O 1.598 1.319 -1.084
C 1.317 -1.637 1.251
H -0.272 2.389 1.507
H 1.883 -0.957 1.891
C -0.886 0.978 0.000
H -1.756 1.618 1.846
O -2.851 -0.905 -0.112
O -1.228 -0.969 1.843
C 1.264 -1.108 -0.050
H 2.395 -1.155 -1.555
H -1.762 2.782 0.562
H -1.085 2.199 -1.782
*
```

Calculated values
Kohn-Sham gap (alpha / beta): 0.246 / 0.246 hartree
HOMO (alpha / beta): -8.876 / -8.879 eV
ΔE to the lowest compared entry with this formula, charge and spin: 3.379 eV

---

6.
# C21H21N3O2RuSbSe

A molecular structure, C21H21N3O2RuSbSe (ωB97M-V/def2-TZVPD, the OMol25 dataset).

```
! wB97M-V def2-TZVPD RIJCOSX def2/J DEFGRID3
* xyz 3 1
C -5.359 -2.342 -1.218
H -3.732 -3.469 -2.044
H -0.532 3.312 0.608
C -4.058 -2.513 -1.653
N 0.133 -0.251 1.371
Sb -0.304 1.979 -1.713
H -1.759 0.200 2.067
H 4.331 -1.525 -2.563
C 2.259 -0.823 0.556
H 0.290 4.316 -0.611
C -3.169 -1.432 -1.570
H -2.412 1.918 -3.357
H 1.106 3.006 -3.725
C 1.159 2.035 -3.232
H 5.415 -1.662 -0.330
C 1.429 -0.552 1.676
H -6.786 -0.988 -0.358
Se -1.446 -1.722 -2.193
H -1.074 0.112 4.462
C 0.231 3.322 -0.167
C 1.912 -0.604 2.982
C 3.311 -0.933 3.125
C 4.366 -1.406 -0.422
H -2.913 2.677 -1.817
C 3.772 -1.331 -1.658
H 0.948 1.250 -3.956
C -0.738 -0.021 2.354
H 1.269 -0.392 5.042
N 1.676 -0.760 -0.679
Ru -0.296 -0.416 -0.616
C 4.106 -1.198 2.071
H 1.923 -0.955 -2.716
C -5.764 -1.117 -0.690
C 2.419 -1.005 -1.756
H -2.919 0.673 -1.071
H -1.945 3.599 -2.987
C 3.597 -1.147 0.732
C -4.877 -0.041 -0.603
O 3.300 -0.588 5.404
C 0.963 -0.356 4.007
H 2.147 1.907 -2.795
H -6.057 -3.165 -1.291
H 1.200 3.045 0.243
H -5.219 0.909 -0.213
N 3.961 -0.984 4.470
C -3.587 -0.179 -1.061
C -2.130 2.611 -2.566
O 5.054 -1.476 4.524
C -0.346 -0.071 3.685
H 5.144 -1.448 2.252
*
```

Calculated values
Kohn-Sham gap (alpha / beta): 0.210 / 0.210 hartree
HOMO (alpha / beta): -18.228 / -18.229 eV
ΔE to the lowest compared entry with this formula, charge and spin: 0.000 eV

---

7.
# C5H12O2

A molecular structure, C5H12O2 (ωB97M-V/def2-TZVPD, the OMol25 dataset).

```
! wB97M-V def2-TZVPD RIJCOSX def2/J DEFGRID3
* xyz 0 1
O 0.008 1.534 -0.009
C 2.509 -0.250 -0.500
H 2.158 -0.054 0.756
H 0.343 1.576 0.911
H 2.352 0.687 -1.032
H -0.068 -0.034 -1.303
H 0.925 -1.661 0.486
H 3.523 -0.277 -0.069
H -3.627 0.030 0.053
C -1.501 -0.364 0.287
H 2.420 -1.122 -1.146
O 1.220 -0.017 1.752
C -0.147 0.155 -0.224
H -1.580 -1.441 0.083
H -2.589 1.451 -0.182
C -2.672 0.375 -0.358
C 0.955 -0.561 0.560
H -1.531 -0.239 1.377
H -2.698 0.212 -1.442
*
```

Calculated values
Kohn-Sham gap: 0.380 hartree
HOMO: -9.487 eV
ΔE to the lowest compared entry with this formula, charge and spin: 4.245 eV

---

8.
# C18H38B2FINO7

4 unconnected molecules or ions with the total composition C18H38B2FINO7 (ωB97M-V/def2-TZVPD, the OMol25 dataset).

```
! wB97M-V def2-TZVPD RIJCOSX def2/J DEFGRID3
* xyz -1 1
H -7.441 -1.815 -2.088
C 0.075 6.998 3.244
H 4.831 -6.388 -0.075
N -0.750 -0.731 -0.107
C 0.520 4.215 0.439
I -4.087 -3.485 -4.891
C 2.102 3.960 -1.498
C -0.248 -3.799 -0.637
F 0.482 -0.146 1.666
H 5.917 -5.359 0.875
H 3.567 -4.454 0.826
H 2.904 7.700 5.111
H 5.472 -2.813 0.951
H 2.454 6.189 2.640
O 2.392 7.147 2.558
H 1.395 8.684 3.407
H 4.091 -2.162 0.050
H -5.565 -1.136 -0.530
H -1.845 -3.755 -2.905
C -1.957 -2.695 -2.694
H 1.229 7.628 5.684
H 1.175 4.942 0.923
O -2.987 -0.951 -3.934
H -2.124 -4.501 -0.037
H -0.256 7.249 2.236
H 0.966 -5.273 -1.499
O 3.417 -4.421 -1.178
H -7.093 -2.989 -0.829
H 0.116 5.907 3.311
O 0.440 2.278 -0.997
H -0.188 2.740 -1.564
O -1.703 -0.187 1.947
H 0.086 -5.792 0.056
H 5.503 -2.755 -0.821
H -0.670 7.357 3.955
H 1.423 4.495 -2.168
C -6.682 -2.504 -1.712
O -2.796 0.019 -0.876
C 0.302 -5.027 -0.680
H -0.205 4.758 -0.174
C -0.789 -0.336 1.200
H 2.019 6.178 5.043
H 5.949 -5.302 -0.896
C -1.636 -3.532 -0.140
H 2.800 4.681 -1.069
C 1.443 7.601 3.523
H -0.385 0.033 -0.672
H -1.632 -3.088 0.863
C -5.363 -1.796 -1.381
C 4.865 -2.929 0.050
C -2.137 -0.975 -0.704
H 0.347 -2.943 -0.939
H -1.006 -2.184 -2.837
C 1.923 7.261 4.926
H 1.998 2.672 0.219
C 1.314 3.238 -0.415
H -4.267 -4.767 -0.948
H -6.542 -3.269 -2.475
C 4.237 -4.313 -0.023
H -0.040 3.680 1.206
O -4.661 -4.033 -0.469
H 3.973 -4.299 -1.955
C 5.298 -5.405 -0.023
B -4.202 -2.806 -0.968
H -5.048 -1.141 -2.191
C -2.857 -2.100 -3.695
B -2.523 -2.502 -1.116
H 2.663 3.246 -2.101
*
```

Calculated values
Kohn-Sham gap: 0.266 hartree
HOMO: -5.017 eV